(1)
# C4H11N3O2

A 2-piece molecular cluster, C4H11N3O2 overall (ωB97M-V/def2-TZVPD, OMol25).

Each line ends with the natural charge from an NBO analysis.
Positions of all 20 atoms, in Å:
H 0.82584 -1.38627 1.01634  0.3688
N 0.63148 -1.43715 0.03924  -0.8183
C -0.46167 -1.60279 -0.54473  0.5931
N -1.68100 -1.86324 0.12673  -0.8618
N -0.61120 -1.60356 -1.90882  -0.6206
C 0.53759 -1.23756 -2.70499  -0.4149
H -2.46191 -2.12247 -0.45366  0.3708
H -1.91802 -1.30946 0.93761  0.3900
H -1.51928 -1.38962 -2.27052  0.3836
H 0.76620 -0.16775 -2.69119  0.1850
H 0.41007 -1.60829 -3.72048  0.1967
H 1.40920 -1.73690 -2.29095  0.2305
C 1.16715 1.49913 1.58693  -0.7244
C 0.17274 2.44003 2.21145  0.7966
O 0.01621 2.72425 3.36793  -0.5887
O -0.48795 3.13666 1.23394  -0.7135
H 0.88133 0.50297 1.91936  0.2308
H 2.10456 1.72993 2.07565  0.2499
H 1.09873 1.47639 0.51136  0.2520
H -0.88008 3.95569 1.55883  0.4945

As for the HOMO-LUMO gap: 0.3524 Eh. As for the LUMO energy: 0.599 eV. The energy above the lowest of the compared OMol25 structures with the same formula, charge and spin comes out at 98.7 kJ/mol. The value obtained for the HOMO energy is -8.992 eV. For the total energy, the calculation gives -12891.80722 eV. Its SMILES is [H]/N=C(\N)NC.CC(=O)O.



(2)
# C4H11N3O2

A 2-piece molecular cluster, C4H11N3O2 overall (ωB97M-V/def2-TZVPD, OMol25).

Each line ends with the natural charge from an NBO analysis.
Positions of all 20 atoms, in Å:
H -1.64352 0.07489 -1.74056  0.3583
N -1.32837 0.51450 -0.88709  -0.7826
C -0.21708 1.10490 -0.78847  0.5850
N 0.18761 1.62156 0.40528  -0.8496
N 0.61454 1.33562 -1.89520  -0.6665
C 1.17848 0.15812 -2.57438  -0.4136
H -0.21070 1.28707 1.27032  0.4197
H 0.78844 2.41703 0.51795  0.3855
H 1.32597 2.04456 -1.89096  0.3740
H 0.46754 -0.15247 -3.33860  0.1963
H 1.59519 -0.61992 -1.93578  0.1890
H 2.01767 0.49121 -3.19641  0.1996
C -0.10405 -1.80261 1.39529  -0.7422
C -0.94841 -1.37831 2.54597  0.8125
O -1.60429 -2.00934 3.31656  -0.5527
O -0.82123 -0.00789 2.65543  -0.7673
H 0.12356 -2.86274 1.29389  0.2329
H 0.82167 -1.23005 1.40118  0.2392
H -0.70088 -1.56124 0.51731  0.2702
H -1.54213 0.57511 2.92825  0.5123

As for the HOMO-LUMO gap: 0.3565 Eh. As for the LUMO energy: 0.719 eV. The energy above the lowest of the compared OMol25 structures with the same formula, charge and spin comes out at 139.9 kJ/mol. The value obtained for the HOMO energy is -8.982 eV. For the total energy, the calculation gives -12891.37967 eV. Its SMILES is [H]/N=C(/N)NC.CC(=O)O.



(3)
# C4H11N3O2

A 2-piece molecular cluster, C4H11N3O2 overall (ωB97M-V/def2-TZVPD, OMol25).

Each line ends with the natural charge from an NBO analysis.
Positions of all 20 atoms, in Å:
C -0.19264 1.19902 1.69090  -0.4680
C -1.26556 1.61448 -0.52163  0.5018
N -1.02990 2.61454 -1.23103  -0.5689
N -0.13825 1.14144 0.21687  -0.2169
N -2.38635 0.85856 -0.32834  -0.8188
H -0.31149 -1.25787 -1.39456  0.5041
H -1.83289 2.93550 -1.76109  0.3785
H 0.71209 1.62966 -0.07405  0.4344
H -2.54087 0.65456 0.65256  0.4050
H -3.19503 1.18143 -0.84820  0.4169
H -0.74314 2.08361 1.99612  0.2516
H 0.78913 0.93391 2.06558  0.2732
H -0.80488 0.36852 2.06872  0.2394
C 2.33086 -2.72108 -0.34067  -0.7287
C 1.30482 -1.63149 -0.31629  0.8397
O 0.53838 -1.71775 -1.41696  -0.6628
O 0.97922 -0.90798 0.61304  -0.5719
H 3.20717 -2.46152 -0.93703  0.2699
H 1.90385 -3.59224 -0.80855  0.2660
H 2.67548 -2.92530 0.67461  0.2555

As for the HOMO-LUMO gap (spin up / spin down): 0.4372 / 0.2568 Eh. The spin multiplicity is 2. As for the net charge: +1. As for the LUMO energy (spin up / spin down): -2.919 / -7.558 eV. The energy above the lowest of the compared OMol25 structures with the same formula, charge and spin comes out at 172.0 kJ/mol. The value obtained for the HOMO energy (spin up / spin down) is -14.816 / -14.545 eV. For the total energy, the calculation gives -12883.30992 eV. The expectation value of S² is 0.76.



(4)
# C4H11N3O4S

One molecule with the formula C4H11N3O4S (ωB97M-V/def2-TZVPD, OMol25).

Each line ends with the natural charge from an NBO analysis.
Positions of all 23 atoms, in Å:
C -0.52755 -0.91476 -0.66581  0.8288
C -1.91859 0.93457 0.12932  -0.4438
C 0.83778 1.98665 0.80593  -0.4616
C 0.31909 -2.38331 0.97399  -0.4323
N -1.42291 0.07634 -0.98922  -0.5860
N 0.94775 0.59139 0.76341  -0.4852
N -0.82922 -1.81123 0.32222  -0.5808
O 2.51320 -0.45146 -2.54323  -0.8668
O 0.79794 1.22492 -2.00669  -0.9291
O 0.35676 -1.21266 -1.52947  -0.6508
O 2.01305 0.13087 -0.14536  -0.5920
S 1.54631 0.08112 -1.60587  2.5112
H -1.13238 0.84030 1.00584  0.2338
H -2.08167 1.98384 -0.14057  0.2276
H -2.79906 0.52894 0.55330  0.1907
H 1.82863 2.46919 0.79102  0.1863
H 0.35004 2.36745 -0.04786  0.1583
H 0.23573 2.21721 1.67105  0.2077
H 0.03182 -3.05983 1.70144  0.2041
H 0.79611 -1.61380 1.51446  0.2413
H 0.86167 -2.96253 0.22491  0.2182
H -1.10415 0.61590 -1.71504  0.4136
H -1.62034 -1.63911 0.93223  0.4069

As for the HOMO-LUMO gap: 0.2975 Eh. As for the LUMO energy: 0.508 eV. The energy above the lowest of the compared OMol25 structures with the same formula, charge and spin comes out at 273.0 kJ/mol. The value obtained for the HOMO energy is -7.587 eV. For the total energy, the calculation gives -27816.93247 eV.



(5)
# C4H11N3OS

One molecule with the formula C4H11N3OS (ωB97M-V/def2-TZVPD, OMol25).

Each line ends with the natural charge from an NBO analysis.
Positions of all 20 atoms, in Å:
C -2.19762 -0.24556 0.33647  0.5744
C 1.79108 -0.71635 0.86146  -0.6216
C 2.31567 0.50395 0.15453  -0.4317
C 1.39320 0.87416 -0.99825  -0.5725
N -2.68115 0.60937 1.09193  -0.7511
N -2.94658 -1.36647 -0.06092  -0.8139
N -1.02724 -0.12388 -0.39390  -0.8755
O -0.87590 2.04438 -1.59190  -0.9585
S -0.31539 1.41215 -0.38386  1.4053
H 0.76503 -0.99321 0.69982  0.2085
H 2.24468 -1.50722 0.36833  0.2050
H 1.97514 -0.57979 1.95990  0.2226
H 3.28865 0.21880 -0.04073  0.2185
H 2.45471 1.38186 0.77340  0.2067
H 1.08083 0.06760 -1.71537  0.2122
H 1.80917 1.73958 -1.60614  0.2494
H -2.31510 1.55271 1.17163  0.3633
H -3.71324 -1.72865 0.46528  0.3956
H -2.40445 -2.19734 -0.20301  0.3541
H -0.64147 -0.94610 -0.88867  0.4093

As for the HOMO-LUMO gap: 0.3637 Eh. As for the LUMO energy: 0.616 eV. The energy above the lowest of the compared OMol25 structures with the same formula, charge and spin comes out at 84.7 kJ/mol. The value obtained for the HOMO energy is -9.280 eV. For the total energy, the calculation gives -21677.59690 eV.



(6)
# C4H11N3S

One molecule with the formula C4H11N3S (ωB97M-V/def2-TZVPD, OMol25).

Each line ends with the natural charge from an NBO analysis.
Positions of all 19 atoms, in Å:
C -1.12453 2.55591 0.83099  -0.4745
N -0.28597 1.74183 -0.01891  -0.5195
C -0.54722 0.53093 -0.32983  0.5671
N -1.49316 -0.25194 0.43876  -0.6714
C -1.14764 -0.16147 1.95702  -0.4203
N 0.16469 -0.16034 -1.20043  -0.8402
S 0.82111 -1.46678 -0.93920  0.4963
C 2.46077 -1.18350 -0.31091  -0.8452
H -0.63930 2.75420 1.77997  0.2132
H -2.15547 2.04681 0.71277  0.2106
H -0.98288 3.55869 0.26933  0.2143
H -1.72718 -1.17839 0.32921  0.3876
H -1.68127 -0.98855 2.46388  0.1986
H -1.60193 0.95617 2.14317  0.2124
H -0.18192 -0.24917 2.28435  0.1838
H 0.62728 0.43288 -1.94881  0.4032
H 3.41433 -0.92848 -0.97328  0.2198
H 2.89214 -2.26347 0.06284  0.2409
H 2.35131 -0.43025 0.48429  0.2232

As for the HOMO-LUMO gap: 0.3388 Eh. As for the LUMO energy: 0.884 eV. The energy above the lowest of the compared OMol25 structures with the same formula, charge and spin comes out at 401.3 kJ/mol. The value obtained for the HOMO energy is -8.334 eV. For the total energy, the calculation gives -19628.00110 eV. Its SMILES is C/N=C(\NC)NSC.



(7)
# C4H11N4

An isolated ion of composition C4H11N4 and charge +1 (ωB97M-V/def2-TZVPD, OMol25).

Each line ends with the natural charge from an NBO analysis.
Positions of all 19 atoms, in Å:
C 0.62192 -2.08156 -0.02224  -0.7131
C 0.38804 -0.69334 0.17805  0.5292
N -0.73688 -0.00522 0.02531  -0.1364
N -2.03582 -0.37366 0.31231  -0.2868
N -2.92454 0.57084 -0.29656  -0.6634
C -0.08740 1.33618 0.39142  -0.0371
N 1.15564 0.64900 0.59907  -0.3371
C 2.20190 0.97630 -0.24176  -0.4432
H 1.64309 -2.29047 -0.57980  0.2878
H -0.12205 -2.35357 -0.70422  0.2566
H 0.54319 -2.63404 0.82283  0.2737
H -2.15331 -1.41794 0.21565  0.3945
H -3.45501 1.14895 0.36601  0.3815
H -3.69073 0.11714 -0.82699  0.3825
H -0.34056 1.79939 1.32634  0.2401
H -0.23123 1.92269 -0.49625  0.2273
H 1.98052 0.89461 -1.27559  0.1822
H 2.53259 1.95430 -0.19013  0.2336
H 3.06424 0.36749 -0.07888  0.2282

As for the HOMO-LUMO gap: 0.3498 Eh. As for the net charge: +1. As for the LUMO energy: -4.026 eV. The energy above the lowest of the compared OMol25 structures with the same formula, charge and spin comes out at 521.1 kJ/mol. The value obtained for the HOMO energy is -13.544 eV. For the total energy, the calculation gives -10275.78830 eV. Its SMILES is CC1=[N+](NN)CN1C.



(8)
# C4H11N4

An isolated ion of composition C4H11N4 and charge +1 (ωB97M-V/def2-TZVPD, OMol25).

Each line ends with the natural charge from an NBO analysis.
Positions of all 19 atoms, in Å:
C 2.03382 -0.49377 0.53312  -0.4258
N 0.96725 -0.71937 -0.42123  -0.2612
C 0.25239 -2.00660 -0.38236  -0.1421
N -1.05878 -1.73138 0.06145  -0.0998
N -1.14773 -0.46278 0.14335  0.1625
C -2.36851 0.33498 0.37607  -0.4629
N -0.04181 0.18377 -0.16855  -0.0315
C -0.13759 1.54124 -0.89937  -0.4094
H 1.71457 -0.63691 1.52616  0.1995
H 2.84436 -1.19343 0.06394  0.2424
H 2.40831 0.53167 0.44816  0.2289
H 0.87536 -2.53011 0.43930  0.2214
H 0.40186 -2.76185 -1.16106  0.2517
H -3.11874 -0.30388 0.98009  0.2923
H -2.88902 0.56343 -0.61753  0.2659
H -2.11405 1.31098 0.82222  0.2558
H 0.78174 1.84079 -1.37403  0.2664
H -0.97228 1.28215 -1.56214  0.2162
H -0.44899 2.30170 -0.17342  0.2299

As for the HOMO-LUMO gap (spin up / spin down): 0.3031 / 0.3031 Eh. As for the net charge: +1. As for the LUMO energy (spin up / spin down): -4.807 / -4.806 eV. The energy above the lowest of the compared OMol25 structures with the same formula, charge and spin comes out at 531.0 kJ/mol. The value obtained for the HOMO energy (spin up / spin down) is -13.054 / -13.055 eV. For the total energy, the calculation gives -10275.68571 eV. Its SMILES is CN1CN=[N+](C)N1C.



What is the formula in the third record?
C4H11N3O2



Number 8 is which compound?
C4H11N4